{"formula": "C25H44Cl3N4O3SiTi", "method": "the ωB97M-V functional and the def2-TZVPD basis", "species": ["C", "C", "H", "H", "H", "C", "C", "H", "H", "H", "H", "Ti", "Cl", "Cl", "C", "O", "N", "C", "C", "H", "H", "H", "H", "H", "H", "H", "H", "H", "C", "C", "N", "H", "C", "O", "H", "H", "H", "H", "O", "C", "C", "C", "H", "C", "H", "C", "H", "C", "C", "H", "H", "H", "Si", "Cl", "C", "C", "C", "H", "H", "H", "H", "H", "H", "H", "H", "H", "C", "C", "C", "C", "N", "N", "C", "H", "H", "H", "H", "H", "H", "H", "H"], "xyz": [[2.165, -1.394, -4.918], [1.301, -0.404, -4.167], [2.427, -1.024, -5.917], [1.571, -2.303, -5.083], [3.089, -1.682, -4.383], [0.450, 0.428, -4.918], [-0.032, 0.198, -6.288], [0.383, 1.466, -4.581], [-0.767, -0.619, -6.479], [0.782, 0.089, -7.024], [-0.585, 1.116, -6.535], [-0.418, -0.780, 1.967], [1.857, -1.184, 2.288], [-1.463, -2.709, 2.480], [0.692, 1.930, 1.923], [-0.327, 1.194, 1.750], [0.509, 3.241, 2.018], [-0.817, 3.791, 1.781], [1.611, 4.121, 2.351], [1.701, 1.520, 2.017], [-1.581, 3.256, 2.363], [-1.081, 3.711, 0.719], [-0.776, 4.844, 2.072], [2.440, 3.502, 2.702], [1.297, 4.806, 3.150], [1.942, 4.678, 1.467], [-2.090, -1.572, -2.340], [-2.591, 0.960, -3.345], [-3.002, -1.268, -1.801], [-3.254, 1.092, -2.476], [-2.906, 0.142, -1.426], [-3.147, -1.901, -0.922], [-2.550, 0.578, -0.195], [-2.238, -0.172, 0.775], [-3.165, 2.112, -2.091], [-2.567, 1.692, -0.128], [-3.859, -1.380, -2.483], [-4.291, 0.935, -2.824], [0.778, -0.970, -2.889], [1.797, 0.039, -2.715], [0.140, 1.909, -2.257], [1.455, 1.410, -2.210], [-0.647, 1.231, -2.616], [-0.134, 3.246, -1.962], [2.723, -0.464, -2.335], [2.442, 2.266, -1.643], [-1.138, 3.629, -2.110], [0.849, 4.091, -1.436], [2.139, 3.590, -1.301], [3.458, 1.888, -1.515], [0.627, 5.130, -1.175], [2.923, 4.233, -0.889], [0.598, -3.490, -0.833], [0.186, -0.995, -0.185], [-1.096, -4.258, -0.921], [1.279, -4.111, 0.839], [1.818, -3.762, -2.169], [-1.891, -3.612, -1.311], [-1.421, -4.611, 0.068], [-1.012, -5.139, -1.573], [1.356, -3.880, -3.160], [2.321, -4.709, -1.905], [2.595, -2.991, -2.206], [2.139, -3.508, 1.144], [1.601, -5.157, 0.740], [0.511, -4.088, 1.627], [1.110, -1.941, 7.142], [0.301, -1.169, 6.183], [-0.940, -0.522, 6.280], [-1.257, -0.040, 4.989], [-0.269, -0.425, 4.140], [0.674, -1.025, 4.912], [-2.434, 0.712, 4.551], [1.329, -1.350, 8.037], [0.595, -2.862, 7.461], [2.076, -2.227, 6.697], [-1.557, -0.455, 7.137], [1.564, -1.344, 4.497], [-3.300, 0.364, 5.125], [-2.337, 1.787, 4.766], [-2.658, 0.573, 3.484]], "lowdin_charge": [-0.0435, -0.4610, 0.0667, 0.0722, 0.0710, -0.2406, -0.2324, 0.0450, 0.0475, 0.0327, 0.0499, -0.0938, 0.0852, -0.0003, -0.2523, -0.2051, -0.1712, -0.0248, -0.0469, 0.1103, 0.0915, 0.0751, 0.0868, 0.0926, 0.0888, 0.0757, 0.0856, 0.0886, -0.0403, -0.0650, -0.1644, 0.0861, -0.2775, -0.2122, 0.0748, 0.1393, 0.0893, 0.0877, -0.2099, -0.2144, -0.0586, -0.1723, 0.0826, -0.1001, 0.1354, -0.0300, 0.0877, -0.1394, -0.1314, 0.1049, 0.0942, 0.0904, 0.5845, 0.3877, -0.1983, -0.2644, -0.2022, -0.0002, 0.0226, 0.0307, 0.0354, 0.0380, 0.0326, -0.0306, 0.0243, -0.0392, -0.0348, -0.3128, 0.0088, -0.3355, -0.0734, -0.0033, -0.0383, 0.0753, 0.0862, 0.0821, 0.0871, 0.0560, 0.0808, 0.0805, 0.0703], "multiplicity": 3, "largest_force_ev_per_a": 4.225, "gap_ev": [3.91, 3.92], "de_lowest_ev": 0.2374, "total_charge": -1, "energy_ha": -3943.36105}

{"formula": "C25H44F5O6P2Ti", "method": "the ωB97M-V functional and the def2-TZVPD basis", "species": ["Ti", "C", "C", "C", "C", "C", "C", "C", "C", "C", "C", "H", "H", "H", "H", "H", "H", "H", "H", "H", "H", "H", "H", "H", "H", "C", "C", "C", "O", "P", "O", "C", "P", "O", "O", "C", "C", "C", "O", "C", "C", "C", "O", "C", "C", "C", "H", "H", "H", "H", "H", "H", "H", "H", "H", "H", "H", "H", "H", "H", "H", "H", "H", "H", "H", "H", "H", "H", "H", "H", "H", "H", "H", "H", "H", "H", "F", "C", "F", "C", "F", "F", "F"], "xyz": [[-0.068, -0.014, 0.359], [3.505, -1.544, 1.637], [2.883, -0.298, 2.256], [3.339, -0.115, 3.707], [1.373, -0.279, 2.204], [0.701, 0.984, 2.198], [-0.717, 1.035, 2.382], [-1.495, -0.092, 2.251], [-2.985, -0.065, 2.402], [-0.821, -1.323, 1.921], [0.599, -1.416, 2.083], [4.590, -1.441, 1.613], [3.153, -1.701, 0.616], [3.281, -2.437, 2.224], [3.222, 0.570, 1.679], [3.020, -0.963, 4.316], [2.923, 0.792, 4.148], [4.427, -0.052, 3.758], [1.285, 1.892, 2.263], [-1.194, 1.996, 2.526], [-3.464, -0.720, 1.677], [-3.377, 0.943, 2.271], [-3.256, -0.411, 3.402], [-1.404, -2.221, 1.790], [1.068, -2.386, 1.985], [1.976, -1.609, -3.759], [1.467, -0.190, -3.850], [1.342, 0.326, -5.261], [2.445, 0.711, -3.180], [2.436, 1.011, -1.654], [1.588, 0.066, -0.859], [1.852, 2.699, -1.421], [0.053, 2.810, -1.481], [-0.528, 1.933, -0.428], [-0.273, 2.384, -2.937], [-1.288, 2.867, -3.892], [-0.846, 4.181, -4.494], [-2.654, 2.901, -3.242], [-0.374, 4.308, -1.382], [-0.362, 5.242, -0.249], [-0.675, 4.562, 1.065], [0.956, 5.983, -0.247], [3.901, 0.972, -1.134], [5.178, 1.146, -1.849], [5.504, -0.110, -2.625], [5.162, 2.403, -2.690], [1.248, -2.279, -4.219], [2.103, -1.916, -2.721], [2.924, -1.715, -4.288], [0.524, -0.080, -3.317], [2.292, 0.240, -5.789], [1.029, 1.370, -5.265], [0.597, -0.264, -5.796], [2.307, 3.359, -2.161], [2.172, 3.007, -0.422], [-1.263, 2.086, -4.652], [-0.865, 4.980, -3.756], [-1.527, 4.444, -5.303], [0.159, 4.101, -4.911], [-2.714, 3.698, -2.500], [-2.878, 1.947, -2.768], [-3.407, 3.094, -4.006], [-1.169, 5.927, -0.506], [0.126, 3.882, 1.362], [-1.606, 3.999, 1.007], [-0.775, 5.328, 1.834], [1.780, 5.325, 0.036], [0.916, 6.794, 0.480], [1.164, 6.412, -1.227], [5.879, 1.263, -1.024], [4.838, -0.227, -3.479], [5.427, -0.989, -1.986], [6.528, -0.045, -2.994], [4.452, 2.318, -3.514], [6.152, 2.557, -3.117], [4.921, 3.279, -2.085], [-3.057, -0.652, -0.742], [-1.714, -0.712, -0.986], [-1.535, -0.089, -2.228], [-1.343, -2.179, -1.251], [-1.968, -3.026, -0.437], [-1.477, -2.621, -2.498], [0.009, -2.263, -0.954]], "lowdin_charge": [0.9483, -0.0590, -0.3771, -0.0428, -0.2618, -0.1254, -0.0760, -0.3063, -0.0106, -0.1304, -0.0523, 0.0872, 0.0748, 0.0860, 0.1296, 0.0926, 0.0815, 0.0854, 0.1219, 0.1239, 0.0811, 0.0913, 0.0985, 0.1285, 0.1336, -0.0250, -0.3929, -0.0221, -0.1687, 0.4956, -0.2928, -0.1809, 0.4781, -0.2981, -0.1751, -0.3874, -0.0329, -0.0259, -0.1666, -0.3889, -0.0440, -0.0342, -0.1574, -0.3864, -0.0302, -0.0425, 0.0988, 0.0767, 0.0881, 0.1109, 0.0934, 0.0715, 0.1001, 0.0946, 0.0880, 0.1398, 0.0775, 0.0960, 0.0858, 0.0851, 0.0797, 0.0974, 0.1498, 0.0690, 0.0888, 0.1004, 0.0758, 0.0956, 0.0911, 0.1463, 0.0730, 0.0923, 0.0963, 0.0822, 0.0969, 0.0858, 0.0451, -0.3532, -0.0092, -0.5640, 0.1652, 0.1703, 0.0748], "multiplicity": 1, "largest_force_ev_per_a": 0.361, "gap_ev": [7.63, 7.65], "de_lowest_ev": 0.0828, "total_charge": 1, "energy_ha": -3462.03565}